(w)
{
  "formula": "C6H9FS",
  "method": "wB97M-V/def2-TZVPD",
  "species": ["C", "C", "C", "F", "C", "C", "C", "S", "H", "H", "H", "H", "H", "H", "H", "H", "H"],
  "positions_angstrom": [[-0.46, 2.20, -1.07], [-0.28, 0.71, -1.38], [-0.55, -0.11, -0.17], [-1.84, 0.01, 0.17], [0.27, -0.88, 0.59], [-0.28, -1.73, 1.73], [1.69, -0.92, 0.32], [2.77, -1.95, 1.02], [-0.43, 2.81, -1.98], [0.25, 2.56, -0.33], [-1.49, 2.35, -0.70], [0.71, 0.59, -1.77], [-1.00, 0.47, -2.14], [0.43, -1.79, 2.55], [-1.25, -1.31, 2.11], [-0.58, -2.76, 1.47], [2.05, -0.25, -0.44]],
  "lowdin_charge": [-0.088, -0.176, -0.235, 0.079, -0.292, -0.073, -0.613, 0.674, 0.080, 0.083, 0.079, 0.099, 0.120, 0.044, 0.086, 0.091, 0.043],
  "gap_ha": 0.2949,
  "smiles": "CC/C(F)=C(/C)C=S"
}

=====

(x)
{
  "formula": "C6H9FS",
  "method": "wB97M-V/def2-TZVPD",
  "species": ["C", "C", "C", "C", "C", "C", "H", "H", "H", "H", "H", "H", "H", "H", "H", "F", "S"],
  "positions_angstrom": [[-1.43, 1.65, -0.07], [-0.20, 0.77, -0.02], [1.24, 1.22, -0.18], [1.94, -0.13, -0.26], [0.79, -0.99, -0.26], [-0.36, -0.46, -0.95], [-2.20, 0.97, 0.33], [-1.33, 1.90, -1.12], [-1.45, 2.48, 0.64], [1.69, 1.99, 0.43], [1.29, 1.63, -1.30], [2.48, -0.33, -1.26], [2.80, -0.29, 0.35], [1.04, -2.17, -0.22], [-0.18, -0.47, -2.09], [-1.56, -1.20, -0.61], [-0.13, -0.46, 1.26]],
  "lowdin_charge": [-0.047, -0.713, -0.159, -0.255, -0.492, -0.356, 0.078, 0.092, 0.084, 0.111, 0.154, 0.144, 0.103, 0.176, 0.186, -0.097, 0.989],
  "gap_ha": 0.3374
}

=====

Q: Which of them is the most stable? A: (w).

=====

(w)
{
  "formula": "C3H5IOS",
  "method": "wB97M-V/def2-TZVPD",
  "species": ["C", "C", "C", "O", "S", "I", "H", "H", "H", "H", "H"],
  "positions_angstrom": [[-0.51, 0.48, -0.38], [-1.16, 0.14, 0.94], [1.40, -0.91, -0.99], [0.08, -0.74, -0.99], [-0.01, -0.23, 2.30], [2.84, 0.60, -0.93], [-1.28, 1.03, -0.94], [0.45, 1.05, -0.28], [-1.51, 1.14, 1.15], [-2.09, -0.63, 0.94], [1.78, -1.93, -0.81]],
  "lowdin_charge": [-0.280, -0.630, -0.671, -0.221, 0.590, 0.844, 0.127, 0.006, 0.057, 0.130, 0.047],
  "gap_ha": [0.3585, 0.1925]
}

=====

(x)
{
  "formula": "C3H5IOS",
  "method": "wB97M-V/def2-TZVPD",
  "species": ["C", "C", "S", "C", "O", "I", "H", "H", "H", "H", "H"],
  "positions_angstrom": [[-1.29, -0.40, -0.24], [0.05, 0.13, 0.19], [0.17, 1.90, -0.17], [1.22, -0.65, -0.30], [1.24, -1.66, -0.89], [3.16, 0.08, 0.47], [-1.97, -0.98, 0.37], [-1.02, -1.12, -1.09], [-1.84, 0.43, -0.57], [0.05, -0.11, 1.25], [0.23, 2.36, 0.96]],
  "lowdin_charge": [-0.121, -0.738, 0.803, -0.839, 0.050, 0.726, 0.080, 0.106, 0.026, 0.114, -0.206],
  "gap_ha": 0.3497,
  "smiles": "C[C@H](S)C(=O)I"
}

=====

Q: Which of them is the most stable? A: (x).

=====

(w)
{
  "formula": "C6H12S",
  "method": "wB97M-V/def2-TZVPD",
  "species": ["C", "C", "C", "S", "C", "H", "H", "H", "H", "H", "H", "H", "H", "C", "C", "H", "H", "H", "H"],
  "positions_angstrom": [[1.65, 0.48, 1.78], [1.78, -0.34, 0.40], [0.52, 0.08, -0.40], [-0.87, 0.00, 0.78], [0.32, 0.00, 2.30], [2.47, 0.33, 2.51], [1.76, 1.63, 1.56], [2.70, -0.05, -0.09], [1.82, -1.37, 0.56], [0.72, 1.10, -0.76], [0.37, -0.60, -1.24], [0.34, -0.99, 2.55], [-0.24, 0.55, 3.19], [-1.74, -0.31, -2.64], [-2.69, 0.06, -1.79], [-1.18, -1.22, -2.36], [-1.52, 0.04, -3.62], [-3.18, 1.03, -1.78], [-3.04, -0.41, -0.96]],
  "lowdin_charge": [-0.252, -0.240, -0.497, 0.809, -0.439, 0.102, 0.137, 0.096, 0.081, 0.079, 0.039, 0.014, 0.115, -0.077, -0.108, 0.050, 0.044, 0.057, -0.013],
  "gap_ha": 0.3455,
  "smiles": "C1CCSC1.C=C"
}

=====

(x)
{
  "formula": "C6H12S",
  "method": "wB97M-V/def2-TZVPD",
  "species": ["C", "C", "C", "C", "C", "C", "S", "H", "H", "H", "H", "H", "H", "H", "H", "H", "H", "H", "H"],
  "positions_angstrom": [[1.00, -0.75, 0.43], [-0.37, -2.43, -1.28], [0.61, 1.65, 0.65], [-0.63, 1.84, -0.19], [-0.51, 0.90, -1.35], [0.97, -1.25, 1.83], [-0.53, -0.87, -0.47], [-1.20, -2.24, -1.92], [0.57, -2.63, -1.67], [0.40, 1.67, 1.73], [1.57, 2.19, 0.41], [-1.66, 1.71, 0.35], [-0.56, 2.95, -0.49], [-1.43, 0.88, -2.11], [0.45, 1.15, -1.90], [0.37, -0.70, 2.54], [2.04, -1.23, 2.14], [0.77, -2.28, 2.00], [-1.88, -0.57, -0.68]],
  "lowdin_charge": [-0.239, -0.288, -0.065, -0.399, -0.347, -0.240, 0.825, -0.049, -0.034, 0.047, 0.078, 0.133, 0.130, 0.114, 0.109, 0.058, 0.083, 0.048, 0.037],
  "gap_ha": 0.2814
}

=====

Q: Which of them is the most stable? A: (w).

=====

(w)
{
  "formula": "C4H4AgLiO2",
  "method": "wB97M-V/def2-TZVPD",
  "species": ["C", "O", "H", "Li", "O", "C", "C", "C", "H", "H", "H", "Ag"],
  "positions_angstrom": [[-1.43, 0.00, -1.25], [-1.26, 0.86, -2.18], [-2.19, -0.80, -1.40], [0.26, 1.65, -1.35], [0.68, 0.90, 1.53], [-0.59, 0.26, 1.26], [-0.50, -1.19, 0.97], [-0.56, -0.12, -0.18], [0.65, 1.77, 1.91], [-1.45, 0.78, 1.68], [-1.46, -1.72, 1.10], [1.80, -0.94, 0.39]],
  "lowdin_charge": [-0.360, -0.224, 0.120, 0.737, -0.165, -0.452, -0.170, -0.401, 0.070, 0.142, 0.043, 0.658],
  "gap_ha": [0.1885, 0.1885]
}

=====

(x)
{
  "formula": "C4H4AgLiO2",
  "method": "wB97M-V/def2-TZVPD",
  "species": ["H", "C", "C", "C", "C", "O", "O", "Li", "Ag", "H", "H", "H"],
  "positions_angstrom": [[1.75, 1.02, -0.57], [-1.03, -0.94, -0.48], [-1.03, -0.12, -1.60], [1.24, 1.10, 0.37], [1.51, 0.91, 1.65], [1.70, -0.03, 2.44], [0.14, -1.05, 0.07], [0.38, -1.46, 1.83], [-0.72, 2.01, 0.82], [-1.73, -1.75, -0.20], [-1.87, -0.28, -2.29], [-0.33, 0.59, -2.04]],
  "lowdin_charge": [0.038, -0.450, -0.080, -0.132, -0.437, -0.166, -0.361, 0.746, 0.718, 0.091, 0.011, 0.022],
  "gap_ha": 0.2224
}

=====

Q: Which of them is the most stable? A: (x).

=====

(w)
{
  "formula": "C3H9S2",
  "method": "wB97M-V/def2-TZVPD",
  "species": ["S", "H", "C", "C", "S", "C", "H", "H", "H", "H", "H", "H", "H", "H"],
  "positions_angstrom": [[-0.73, 0.82, -2.32], [-0.79, 1.15, -3.61], [-0.95, -1.24, 0.39], [-0.80, 0.15, 0.99], [0.83, 0.52, 1.70], [1.86, 0.55, 0.21], [-1.99, -1.38, 0.10], [-0.67, -1.98, 1.14], [-0.36, -1.37, -0.52], [-1.46, 0.22, 1.86], [-1.09, 0.94, 0.29], [2.08, -0.47, -0.10], [1.29, 1.02, -0.59], [2.77, 1.08, 0.45]],
  "lowdin_charge": [-0.115, -0.471, -0.218, -0.622, 0.710, -0.443, 0.062, 0.055, 0.017, 0.049, -0.003, 0.021, -0.054, 0.012],
  "gap_ha": 0.2271,
  "total_charge": -1
}

=====

(x)
{
  "formula": "C3H9S2",
  "method": "wB97M-V/def2-TZVPD",
  "species": ["C", "S", "H", "H", "H", "C", "C", "S", "H", "H", "H", "H", "H", "H"],
  "positions_angstrom": [[-2.77, -0.39, 0.93], [-1.45, 0.66, 1.56], [-3.36, -0.77, 1.76], [-2.32, -1.21, 0.35], [-3.43, 0.13, 0.24], [0.94, 0.40, -2.50], [2.08, 0.27, -1.46], [1.61, -0.67, 0.02], [0.66, 1.41, -2.78], [1.23, -0.12, -3.41], [0.10, -0.19, -2.13], [2.39, 1.26, -1.08], [2.95, -0.16, -1.97], [-0.41, 0.26, 0.75]],
  "lowdin_charge": [-0.537, 0.523, 0.002, 0.023, 0.005, -0.223, -0.812, 0.169, 0.045, 0.039, 0.018, 0.016, 0.018, -0.283],
  "gap_ha": 0.2259,
  "total_charge": -1
}

=====

(y)
{
  "formula": "C3H9S2",
  "method": "wB97M-V/def2-TZVPD",
  "species": ["C", "S", "H", "H", "H", "C", "S", "C", "H", "H", "H", "H", "H", "H"],
  "positions_angstrom": [[-0.65, 1.79, -1.59], [0.76, 1.40, -2.69], [-0.60, 2.91, -1.31], [-1.52, 1.72, -2.17], [-0.52, 1.09, -0.72], [0.91, -1.51, -0.32], [-0.03, -1.92, 1.13], [-0.39, -0.50, 2.22], [0.93, -2.40, -1.04], [2.06, -1.30, -0.14], [0.31, -0.68, -0.88], [-0.10, 0.56, 1.84], [-1.36, -0.53, 2.60], [0.21, -0.65, 3.07]],
  "lowdin_charge": [-0.730, -0.048, 0.006, -0.063, -0.042, -0.512, 0.675, -0.425, 0.042, 0.067, -0.014, 0.083, -0.016, -0.022],
  "gap_ha": 0.1962,
  "total_charge": -1
}

=====

Q: Which of them is the most stable? A: (w).

=====

(w)
{
  "formula": "C5H7Br",
  "method": "wB97M-V/def2-TZVPD",
  "species": ["C", "C", "C", "C", "Br", "C", "H", "H", "H", "H", "H", "H", "H"],
  "positions_angstrom": [[-1.20, 1.57, -0.12], [-0.58, 0.39, -0.08], [-0.07, -0.51, -1.17], [1.08, -0.99, 0.09], [2.98, -0.34, -0.02], [0.15, -0.25, 1.06], [-1.46, 2.03, 0.89], [-1.66, 1.93, -1.07], [-0.68, -1.41, -1.36], [0.16, 0.10, -2.00], [1.20, -2.13, 0.17], [0.40, 0.55, 1.84], [-0.31, -0.95, 1.76]],
  "lowdin_charge": [0.040, -0.402, -0.056, -0.569, 0.541, -0.224, 0.088, 0.069, 0.106, 0.082, 0.083, 0.135, 0.108],
  "gap_ha": 0.3804,
  "smiles": "C=C1CC(Br)C1"
}

=====

(x)
{
  "formula": "C5H7Br",
  "method": "wB97M-V/def2-TZVPD",
  "species": ["C", "C", "C", "C", "C", "Br", "H", "H", "H", "H", "H", "H", "H"],
  "positions_angstrom": [[-1.04, -1.60, 0.02], [0.26, -1.84, -0.15], [0.83, 1.21, 0.78], [0.50, 1.10, -0.69], [1.34, 0.17, -0.03], [3.15, -0.26, -0.01], [-1.71, -2.43, 0.20], [-1.29, -0.51, 0.13], [0.84, -2.71, -0.15], [1.54, 2.10, 0.90], [0.05, 1.25, 1.54], [-0.30, 0.63, -1.07], [0.82, 1.89, -1.34]],
  "lowdin_charge": [-0.072, 0.028, -0.187, -0.184, -0.811, 0.710, 0.049, 0.060, 0.026, 0.130, 0.104, 0.040, 0.108],
  "gap_ha": 0.3420
}

=====

Q: Which of them is the most stable? A: (w).

=====

(w)
{
  "formula": "CHN2O4",
  "method": "wB97M-V/def2-TZVPD",
  "species": ["C", "N", "N", "O", "O", "O", "O", "H"],
  "positions_angstrom": [[1.51, 0.23, -0.15], [0.23, 0.64, 0.22], [-1.77, -0.62, -0.10], [2.15, 1.30, 0.05], [1.97, -0.83, -0.59], [-2.67, 0.05, -0.51], [-1.48, -1.82, -0.07], [0.05, 1.05, 1.14]],
  "lowdin_charge": [-0.894, 0.152, -0.272, -0.031, -0.034, 0.022, 0.009, 0.048],
  "gap_ha": [0.2641, 0.3235],
  "total_charge": -1
}

=====

(x)
{
  "formula": "CHN2O4",
  "method": "wB97M-V/def2-TZVPD",
  "species": ["C", "N", "N", "O", "O", "O", "O", "H"],
  "positions_angstrom": [[1.77, -0.24, -0.08], [0.06, -0.37, -0.67], [-0.65, 0.34, 0.00], [1.89, -1.23, 0.55], [2.40, 0.74, -0.36], [-0.63, 1.07, 0.90], [-2.26, 0.02, -0.59], [-2.57, -0.34, 0.25]],
  "lowdin_charge": [-0.695, 0.155, -0.385, 0.037, 0.035, 0.040, -0.183, -0.004],
  "gap_ha": 0.3332,
  "total_charge": -1
}

=====

Q: Which of them is the most stable? A: (x).

=====

(w)
{
  "formula": "C2H3N4P",
  "method": "wB97M-V/def2-TZVPD",
  "species": ["H", "P", "N", "N", "N", "C", "C", "N", "H", "H"],
  "positions_angstrom": [[1.19, -0.10, 1.63], [2.09, -0.54, 0.60], [1.15, -1.05, -0.56], [-0.16, -1.17, -0.70], [-1.21, -0.56, -0.18], [-1.18, 0.65, 0.27], [-0.11, 1.51, 0.03], [0.75, 2.11, -0.44], [-0.43, -1.88, -1.37], [-2.08, 1.04, 0.71]],
  "lowdin_charge": [-0.156, 0.782, -0.416, -0.167, 0.045, -0.185, -0.308, 0.162, 0.144, 0.102],
  "gap_ha": 0.2953,
  "smiles": "[H]/P=N\\N/N=C\\C#N"
}

=====

(x)
{
  "formula": "C2H3N4P",
  "method": "wB97M-V/def2-TZVPD",
  "species": ["C", "N", "N", "N", "N", "P", "C", "H", "H", "H"],
  "positions_angstrom": [[-0.65, 0.39, -0.69], [0.19, 1.33, -0.55], [1.19, 1.41, 0.21], [1.94, 0.54, 0.63], [1.80, -1.02, -0.04], [0.47, -1.76, -0.20], [-0.90, -0.50, 0.38], [-1.43, 0.56, -1.52], [-0.60, -0.13, 1.31], [-2.03, -0.82, 0.47]],
  "lowdin_charge": [-0.313, -0.008, -0.118, 0.037, -0.352, 0.834, -0.384, 0.145, 0.039, 0.119],
  "gap_ha": 0.3007,
  "smiles": "C1=NN=NN=PC1"
}

=====

Q: Which of them is the most stable? A: (w).